Molecular formula: C19H27NO4S2
Method: DFT, ωB97M-V with the def2-TZVPD basis set

Its lowest unoccupied orbital energy is -1.6 eV. The calculation puts the molar mass at 397.562 g mol⁻¹. For the maximum force, the calculation gives 8.50 eV/Å. The gap between HOMO and LUMO is 6.92 eV. Its HOMO energy is -8.50 eV. The SMILES is COCCCCC1=CC(=O)C(CCCSC(=S)N2CCOCC2)=CC1=O. For the energy, the calculation gives -51477.580 eV.

Structure (XYZ):
```
53
Properties=species:S:1:pos:R:3:forces:R:3
C -1.040 6.273 -2.571 0.3 0.5 -0.3
O -0.734 5.488 -3.785 -2.2 -0.4 1.0
C -1.629 4.321 -3.855 0.7 -1.5 1.0
C -1.277 3.299 -2.580 0.2 -0.5 -0.6
C -2.423 3.365 -1.406 -0.1 0.0 -0.1
C -3.715 2.356 -1.702 0.4 -0.1 1.2
C -3.553 1.033 -0.704 -2.9 -1.9 1.4
C -4.729 0.397 0.015 3.9 1.0 -1.4
C -4.420 -0.932 0.983 -3.5 -3.3 1.0
O -5.364 -1.879 1.193 5.9 6.0 -1.2
C -2.925 -1.051 1.724 2.9 2.3 -2.5
C -2.675 -1.818 3.151 -0.6 -0.4 -0.7
C -1.103 -1.980 3.589 0.1 -0.4 0.1
C -0.198 -2.918 2.590 -0.4 -0.2 -1.5
S 1.589 -2.264 2.751 0.6 -0.7 -0.3
C 2.592 -2.691 1.226 -0.3 -0.3 -2.1
S 1.872 -2.308 -0.302 1.3 -1.0 3.0
N 3.936 -3.366 1.384 -2.2 1.7 -1.4
C 5.020 -2.426 1.860 0.5 0.7 1.2
C 6.029 -1.872 0.694 1.2 0.7 0.6
O 6.417 -2.862 -0.322 -2.4 0.6 0.4
C 5.157 -3.312 -0.981 -0.5 0.0 0.0
C 4.340 -4.174 0.172 1.1 -1.1 -1.1
C -1.797 -0.390 0.974 -3.4 -1.0 1.2
C -2.093 0.322 -0.476 3.8 -1.1 -2.6
O -1.110 0.232 -1.401 -6.2 1.0 5.4
H -2.199 6.272 -2.397 2.2 0.1 -0.2
H -0.684 7.385 -2.807 -0.7 -2.5 0.7
H -0.462 5.812 -1.643 -1.3 1.1 -1.8
H -2.770 4.563 -3.759 2.0 0.0 -0.4
H -1.441 3.720 -4.861 -0.2 1.7 2.1
H -1.168 2.225 -3.085 -0.5 2.1 1.6
H -0.203 3.525 -2.116 -2.4 -0.2 -1.2
H -1.967 3.110 -0.336 -1.0 0.5 -2.4
H -2.842 4.472 -1.322 0.9 -2.3 -0.2
H -4.690 2.941 -1.379 1.9 -1.5 -0.7
H -3.804 2.058 -2.837 0.3 0.5 2.4
H -5.830 0.834 -0.128 2.7 -1.4 0.4
H -3.243 -1.222 3.994 1.1 -1.2 -1.7
H -3.185 -2.888 3.049 1.0 2.3 0.3
H -1.079 -2.504 4.657 -0.1 1.4 -2.3
H -0.591 -0.925 3.646 -1.1 -2.0 0.0
H -0.463 -2.795 1.446 0.3 -0.1 2.4
H -0.227 -4.064 2.833 0.1 2.3 -0.2
H 4.538 -1.468 2.377 0.9 -2.1 -1.1
H 5.605 -2.987 2.725 -0.9 1.1 -2.0
H 5.662 -0.889 0.152 0.3 -2.0 1.1
H 7.038 -1.560 1.251 -2.2 -0.8 -1.2
H 4.562 -2.366 -1.368 1.1 -1.9 1.0
H 5.393 -3.955 -1.952 -0.2 1.2 2.4
H 5.119 -4.990 0.562 -1.6 1.9 -0.8
H 3.447 -4.797 -0.290 1.7 1.7 1.1
H -0.678 -0.348 1.365 -2.6 -0.3 -1.1
```
Positions in Å, forces in eV/Å.

Löwdin population analysis, charges in e, atoms 1 to 6:
1. C -0.1231
2. O -0.2616
3. C -0.2116
4. C -0.1847
5. C -0.2073
6. C -0.1373

=====

Molecular formula: C19H28BCl2N2O9
Method: DFT, ωB97M-V with the def2-TZVPD basis set

Its lowest unoccupied orbital energy is -4.6 eV. The calculation puts the molar mass at 510.156 g mol⁻¹. The relative energy (zero: lowest compared OMol25 entry of this formula, charge and spin) is 0.0 kJ/mol. Its total charge is +1. For the maximum force, the calculation gives 0.72 eV/Å. The gap between HOMO and LUMO is 8.18 eV. Its HOMO energy is -12.79 eV. For the energy, the calculation gives -67281.460 eV.

Structure (XYZ):
```
61
Properties=species:S:1:pos:R:3:forces:R:3
C 0.654 -3.710 -0.570 -0.4 0.1 0.0
B -0.053 -2.691 0.373 0.1 -0.2 0.1
O -0.069 -2.997 1.684 0.3 0.7 0.1
C -0.781 -1.318 -0.124 -0.2 0.2 0.1
C -2.091 -0.975 0.253 0.1 0.3 -0.2
C -2.936 -1.925 1.066 0.0 0.0 -0.2
C -3.322 -3.219 0.350 0.1 -0.1 0.0
C -3.293 -3.239 -1.145 0.3 0.0 -0.1
N -3.686 -4.255 0.970 0.0 -0.1 0.1
C -2.622 0.256 -0.181 0.3 -0.4 -0.3
C -3.988 0.727 0.256 0.4 -0.2 0.1
O -4.157 1.083 1.379 -0.2 0.2 0.4
O -4.942 0.765 -0.666 -0.2 -0.1 -0.2
C -1.876 1.109 -0.990 0.3 -0.4 0.0
C -0.611 0.720 -1.365 -0.5 0.1 0.2
N -0.111 -0.458 -0.941 -0.2 0.2 0.0
C 1.215 -0.766 -1.402 0.0 -0.2 -0.3
Cl 2.458 -0.302 -0.340 0.2 -0.2 0.4
C 1.445 -1.324 -2.587 -0.1 0.2 0.0
C 2.793 -1.661 -3.120 -0.1 0.0 0.0
Cl 0.106 -1.700 -3.598 -0.2 -0.1 -0.1
H 0.525 -4.700 -0.140 0.0 -0.2 0.0
H 1.724 -3.495 -0.550 0.1 0.0 0.0
H 0.315 -3.712 -1.600 0.0 0.0 -0.2
H -0.100 -2.251 2.312 -0.1 -0.1 0.1
H -3.865 -1.437 1.347 -0.1 0.2 0.0
H -2.439 -2.179 1.993 0.1 -0.1 0.2
H -2.264 -3.147 -1.500 0.1 0.1 -0.1
H -3.670 -4.188 -1.505 -0.2 -0.1 0.0
H -3.848 -2.410 -1.581 -0.1 0.1 0.0
H -3.641 -4.129 1.981 0.0 0.0 0.1
H -4.664 0.343 -1.489 0.0 0.1 -0.1
H -2.265 2.054 -1.333 0.0 0.1 0.0
H 0.012 1.334 -1.997 0.2 0.0 0.0
H 3.175 -2.540 -2.604 0.1 0.0 0.1
H 2.727 -1.896 -4.174 0.0 0.0 -0.1
H 3.479 -0.832 -2.977 0.1 0.0 0.1
C 2.830 3.184 -0.095 0.0 -0.1 0.2
O 3.361 4.286 -0.823 -0.1 0.0 -0.1
C 2.626 4.601 -1.891 0.1 0.0 0.0
O 1.628 4.017 -2.243 -0.1 -0.1 0.0
O 3.177 5.641 -2.492 0.0 0.0 0.0
C 2.493 6.097 -3.666 0.0 0.1 -0.1
H 3.497 3.002 0.743 0.1 0.1 0.0
H 1.834 3.417 0.280 0.0 0.0 0.0
H 2.790 2.304 -0.729 0.0 0.0 0.0
H 1.482 6.413 -3.419 0.0 -0.1 0.0
H 2.466 5.314 -4.420 0.0 0.0 0.0
H 3.065 6.943 -4.032 0.0 0.0 0.0
C 2.990 0.242 4.636 0.2 0.0 0.1
O 1.816 1.034 4.389 0.0 -0.1 0.0
C 0.783 0.364 3.919 0.0 0.3 -0.2
O 0.754 -0.819 3.658 0.1 -0.3 -0.1
O -0.235 1.203 3.732 0.1 -0.2 0.1
C -1.411 0.527 3.300 -0.4 0.2 0.0
H 3.736 0.932 5.015 0.0 0.1 0.0
H 2.782 -0.524 5.379 0.0 0.0 0.0
H 3.341 -0.217 3.715 0.0 0.0 0.0
H -1.754 -0.170 4.063 0.0 0.0 0.0
H -1.207 -0.006 2.377 0.0 -0.1 0.0
H -2.175 1.276 3.118 0.1 0.1 0.1
```
Positions in Å, forces in eV/Å.

Löwdin population analysis, charges in e, atoms 1 to 6:
1. C 0.0196
2. B -0.4907
3. O 0.1920
4. C 0.0215
5. C -0.1014
6. C -0.0609

=====

Molecular formula: C19H28BFN
Method: DFT, ωB97M-V with the def2-TZVPD basis set

Its lowest unoccupied orbital energy is -4.5 eV. The calculation puts the molar mass at 300.250 g mol⁻¹. The relative energy (zero: lowest compared OMol25 entry of this formula, charge and spin) is 0.0 kJ/mol. Its total charge is +1. For the maximum force, the calculation gives 2.35 eV/Å. The gap between HOMO and LUMO is 6.76 eV. Its HOMO energy is -11.24 eV. For the energy, the calculation gives -25033.990 eV.

Structure (XYZ):
```
50
Properties=species:S:1:pos:R:3:forces:R:3
F 3.034 2.799 9.591 -0.2 -1.2 0.1
C 2.710 1.484 9.826 0.1 0.6 -0.1
C 3.701 0.619 10.284 -0.2 -0.1 -0.1
C 3.341 -0.708 10.541 0.0 0.2 0.0
C 2.031 -1.142 10.351 -0.2 0.3 -0.1
C 1.060 -0.252 9.889 -0.1 0.0 -0.3
C -0.329 -0.724 9.505 0.3 0.0 0.4
C -1.521 0.135 9.875 -0.1 0.1 0.0
C -2.739 -0.190 9.260 0.1 0.3 0.2
C -3.886 0.552 9.519 0.2 0.2 0.5
C -3.811 1.630 10.427 0.1 0.0 -0.1
C -2.584 1.989 11.013 -0.4 -0.5 -0.2
C -1.436 1.234 10.728 -0.5 -0.1 0.0
C 1.403 1.071 9.597 0.4 0.1 0.2
H 4.727 0.963 10.396 -0.3 0.0 0.1
H 4.089 -1.415 10.889 0.0 0.2 0.0
H 1.748 -2.182 10.516 0.1 0.2 0.1
H -0.488 -1.767 9.821 0.1 0.3 0.1
H -2.752 -1.027 8.558 -0.2 0.2 0.2
H -4.835 0.270 9.048 0.4 0.2 0.2
H -4.722 2.197 10.660 0.5 -0.2 -0.1
H -2.514 2.831 11.711 -0.1 -0.3 -0.4
H -0.478 1.507 11.163 -0.3 -0.1 0.1
H 0.653 1.769 9.216 0.4 -0.2 0.1
C -0.757 -5.607 7.426 -0.4 -0.7 0.3
C -0.192 -5.044 6.138 -0.2 0.1 0.2
N 0.446 -3.678 6.331 0.5 -0.4 -0.4
C 1.546 -3.867 7.376 -0.1 -0.2 0.3
C 2.569 -2.753 7.474 0.4 0.1 0.0
C 1.124 -3.251 5.044 -0.1 0.1 0.2
C 0.143 -3.158 3.897 0.2 -0.1 -0.6
B -0.778 -2.834 6.705 1.6 0.9 1.5
H -0.322 -0.722 8.426 0.0 -0.2 -0.7
H -1.246 -6.558 7.188 0.2 0.1 0.1
H -0.004 -5.803 8.199 -0.1 -0.1 -0.4
H -1.524 -4.973 7.876 0.1 -0.3 -0.2
H 0.574 -5.694 5.715 0.0 0.1 -0.1
H -0.972 -4.901 5.389 -0.1 -0.2 0.0
H 1.050 -4.060 8.333 0.1 0.3 -0.2
H 2.054 -4.794 7.075 -0.2 0.1 0.1
H 3.086 -2.854 8.440 -0.2 0.1 -0.3
H 3.346 -2.829 6.697 -0.4 0.1 0.2
H 2.114 -1.759 7.443 0.1 0.0 0.1
H 1.633 -2.298 5.241 -0.4 -0.3 0.0
H 1.898 -4.003 4.844 -0.1 0.2 0.0
H 0.564 -2.497 3.132 -0.1 -0.2 0.1
H -0.020 -4.141 3.439 -0.1 0.3 0.0
H -0.824 -2.734 4.177 0.1 0.0 0.0
H -0.899 -1.828 6.094 -0.5 -0.3 0.0
H -1.228 -3.147 7.775 -0.3 0.4 -0.9
```
Positions in Å, forces in eV/Å.

Löwdin population analysis, charges in e, atoms 1 to 6:
1. F 0.0469
2. C -0.2320
3. C -0.0008
4. C -0.0752
5. C -0.0766
6. C -0.2267

=====

Molecular formula: C19H28BHgN7Si
Method: DFT, ωB97M-V with the def2-TZVPD basis set

Its lowest unoccupied orbital energy (alpha / beta) is -10.8 / -10.8 eV. The calculation puts the molar mass at 593.970 g mol⁻¹. Its total charge is +2. For the maximum force, the calculation gives 4.46 eV/Å. The gap between HOMO and LUMO (alpha / beta) is 3.13 / 3.12 eV. Its HOMO energy (alpha / beta) is -13.94 / -13.94 eV. For the energy, the calculation gives -43300.413 eV.

Structure (XYZ):
```
57
Properties=species:S:1:pos:R:3:forces:R:3
C 0.720 2.845 -0.735 0.1 -0.3 -1.3
N 0.908 1.595 -1.195 0.0 0.2 0.5
N 1.097 1.645 -2.549 0.0 -1.0 1.3
C 0.994 2.934 -2.931 0.2 0.3 -0.5
C 0.768 3.736 -1.815 0.1 -1.2 0.3
B 1.336 0.224 -3.298 0.7 0.1 -0.8
N 2.527 -0.709 -2.764 -0.6 0.4 0.9
N 2.594 -1.019 -1.425 -0.1 -0.2 0.1
C 3.648 -1.841 -1.262 -0.5 0.4 -0.6
C 4.279 -2.073 -2.492 -0.1 0.0 0.0
C 3.528 -1.364 -3.418 -0.2 0.4 0.3
Hg 0.306 -0.457 -0.289 0.9 0.7 -2.0
N -0.007 -0.599 -3.299 -0.5 -0.4 0.1
N -0.570 -1.156 -2.181 -0.4 -0.1 0.0
C -1.708 -1.798 -2.546 0.7 0.7 -0.7
C -1.865 -1.656 -3.921 0.0 0.0 0.0
C -0.774 -0.919 -4.365 0.1 0.0 0.9
H -2.394 -2.305 -1.872 0.6 0.2 -0.1
H -0.481 -0.612 -5.351 0.0 0.1 -0.1
H -2.702 -2.019 -4.494 0.2 -0.1 -0.1
H 1.617 0.509 -4.430 -0.2 -0.1 0.1
H 3.652 -1.285 -4.492 -0.1 0.1 0.2
H 1.082 3.245 -3.981 0.0 -0.4 0.6
H 5.174 -2.673 -2.656 -0.5 0.3 -0.1
H 0.649 4.784 -1.727 0.0 0.7 -0.3
H 3.924 -2.260 -0.300 -0.2 0.2 -0.1
H 0.573 3.075 0.315 0.0 -0.1 -0.2
H 0.267 -2.449 0.277 -0.1 -0.6 0.1
C 0.778 -2.672 1.227 0.2 0.0 0.3
H 1.450 -3.500 1.020 0.1 0.1 -0.1
H 1.366 -1.811 1.597 -0.1 -0.4 0.0
H 0.036 -2.985 1.959 0.1 0.1 0.0
C -3.390 -0.819 0.103 0.7 0.2 -0.4
Si -2.481 0.008 1.546 -3.2 -1.2 -0.3
C -3.519 1.522 1.882 0.3 0.5 0.3
C -2.431 -1.393 2.796 0.5 0.2 0.4
N -0.796 0.508 1.451 3.3 1.5 2.6
C -0.063 1.079 2.449 -2.5 -1.2 -2.6
C 1.328 1.346 2.315 1.8 -0.3 0.4
C 2.111 1.588 3.444 0.0 -0.2 -1.8
C 1.498 1.718 4.706 0.3 0.0 -0.3
C 0.114 1.578 4.835 -1.9 -0.2 -0.1
C -0.666 1.307 3.717 -0.1 0.1 2.2
H -4.451 -0.872 0.393 0.3 0.2 0.2
H -3.094 -1.850 -0.120 0.1 0.2 0.3
H -3.347 -0.262 -0.840 -0.1 0.0 0.2
H -4.536 1.239 2.182 0.3 -0.1 -0.1
H -3.106 2.181 2.651 -0.2 0.0 -0.1
H -3.593 2.121 0.964 0.0 -0.2 0.1
H -1.970 -2.283 2.342 -0.3 0.3 0.1
H -1.840 -1.121 3.679 -0.2 -0.3 0.0
H -3.460 -1.636 3.093 0.2 0.1 -0.1
H 1.724 1.257 1.300 0.3 0.1 0.4
H 3.199 1.656 3.313 -0.6 0.2 0.2
H 2.121 1.938 5.571 -0.1 -0.1 0.0
H -0.389 1.637 5.818 0.5 0.1 -0.6
H -1.734 1.125 3.799 0.3 0.2 0.3
```
Positions in Å, forces in eV/Å.

Löwdin population analysis, charges in e, atoms 1 to 6:
1. C -0.1489
2. N -0.0861
3. N -0.0153
4. C -0.0433
5. C -0.0324
6. B -0.4170

=====

Which value of energy does entry 2 give? -67281.460 eV